Entry from OMol25: C21H29FN2O4 in the gas phase (the ωB97M-V functional and the def2-TZVPD basis).

**SMILES**: COCCOC1CCN(C(=O)[C@H]2CCC(=O)N(Cc3cccc(F)c3)C2)CC1
**DFT total energy**: -1327.97254 hartree
**Gap between HOMO and LUMO**: 9.80 eV
**HOMO energy**: -9.205 eV
**Energy above the lowest of the compared OMol25 structures with the same formula, charge and spin**: 0.000 eV

The geometry in ORCA input format:
```
! wB97M-V def2-TZVPD RIJCOSX def2/J DEFGRID3
* xyz 0 1
C 3.10 -2.74 6.38
O 1.92 -3.11 5.71
C 1.90 -2.68 4.37
C 0.60 -3.19 3.73
O 0.46 -2.79 2.39
C -0.07 -1.50 2.17
C 0.43 -1.01 0.81
C -0.19 0.35 0.47
N -1.63 0.27 0.49
C -2.49 0.39 -0.55
O -3.69 0.26 -0.39
C -1.90 0.75 -1.91
C -2.87 0.36 -3.04
C -3.00 1.45 -4.11
C -1.67 2.12 -4.38
O -1.18 2.26 -5.49
N -1.08 2.60 -3.26
C 0.25 3.16 -3.31
C 1.27 2.17 -2.80
C 1.46 0.98 -3.49
C 2.33 0.01 -3.01
C 3.02 0.22 -1.82
C 2.82 1.41 -1.15
F 3.47 1.62 0.02
C 1.95 2.38 -1.61
C -1.65 2.26 -1.98
C -2.15 -0.13 1.79
C -1.61 -1.51 2.17
H 3.99 -3.17 5.90
H 3.21 -1.64 6.41
H 3.01 -3.12 7.40
H 2.76 -3.08 3.81
H 1.95 -1.58 4.32
H 0.61 -4.28 3.73
H -0.25 -2.85 4.34
H 0.28 -0.81 2.96
H 1.52 -0.93 0.83
H 0.15 -1.75 0.06
H 0.18 0.69 -0.49
H 0.12 1.08 1.23
H -0.95 0.23 -2.06
H -2.53 -0.57 -3.51
H -3.86 0.17 -2.61
H -3.70 2.22 -3.77
H -3.37 1.04 -5.04
H 0.45 3.39 -4.36
H 0.28 4.08 -2.72
H 0.93 0.81 -4.41
H 2.48 -0.90 -3.55
H 3.70 -0.51 -1.42
H 1.83 3.30 -1.05
H -0.97 2.58 -1.19
H -2.61 2.79 -1.83
H -3.23 -0.15 1.72
H -1.84 0.61 2.53
H -1.99 -1.79 3.15
H -1.94 -2.25 1.44
*
```